A gas-phase ion, C5H5N2O4S (charge -1), computed with wB97M-V/def2-TZVPD.

Geometry as XYZ:
```
17
Properties=species:S:1:pos:R:3:forces:R:3:lowdin_charge:R:1
C -1.383099 0.206753 1.257458 -1.4606 4.2121 -2.3942 -0.08
C 0.909723 -0.346086 0.096763 2.3603 0.0743 4.2050 -0.28
C 0.430465 -0.089685 -1.181402 -1.1214 2.0281 -1.1091 -0.35
C -0.248780 -0.654563 1.256937 1.9740 -2.9678 -0.6833 -0.33
C -1.258172 0.657650 -1.027589 2.1877 -0.8842 -1.5674 -0.21
N -1.736257 0.947878 0.172185 -0.2355 -1.6468 3.5568 0.09
N 0.363281 -0.772750 2.574779 3.1615 0.6210 1.0916 -0.02
O -0.824180 -0.612023 -1.363367 -1.8961 -1.8835 -0.2282 -0.07
O 2.060480 -0.357756 0.593333 -2.0842 0.0769 -1.8037 0.01
O 2.042685 1.670673 -2.491114 -0.8672 -1.1586 0.1700 -0.56
O 0.099766 0.632805 -3.673528 0.2917 -0.1054 0.7365 -0.54
S 1.285386 0.401406 -2.786281 0.8964 0.9285 -0.7294 0.70
H -1.791786 0.615330 2.205353 0.1982 -0.7850 -0.5723 0.11
H -0.570812 -1.702775 0.903594 0.3516 1.2751 0.2784 0.18
H -1.496628 1.195328 -1.943670 0.2195 0.4566 0.4921 0.13
H 0.855829 -1.693898 2.797461 -1.2682 1.4862 -1.0311 0.09
H 1.262099 -0.098286 2.609088 -2.7074 -1.7278 -0.4116 0.13
```
Positions in Å, forces in eV/Å.

The calculation puts the HOMO energy at -3.78 eV. The net charge is -1. As for the LUMO energy: 2.4940 eV. Its frontier orbital gap is 6.27 eV.



2 unconnected molecules or ions with the total composition C5H5N2O5, computed with wB97M-V/def2-TZVPD.

Geometry as XYZ:
```
17
Properties=species:S:1:pos:R:3:forces:R:3:lowdin_charge:R:1
C -0.915896 0.187071 -2.914935 3.2877 -1.9380 -3.8772 -0.01
C -1.837625 0.979865 -2.486460 -1.0850 0.8233 1.8115 0.02
C -0.104458 -0.351134 -1.786240 1.6484 -0.0355 0.7056 -0.44
C -1.662869 1.079946 -0.954121 -0.9108 0.5232 -2.2853 -0.41
C 0.020778 -0.472978 1.499939 -2.6610 -1.4273 -2.0722 -0.62
N -0.615993 0.247238 -0.698130 -1.0396 0.6073 4.6187 -0.01
N -0.101438 0.470656 0.609596 1.6101 1.0333 -0.8382 0.12
O -0.699782 -1.695205 1.061395 1.3267 -0.2740 1.7473 -0.04
O 0.463739 -0.354692 2.622598 0.4570 -0.8004 0.9055 -0.02
O 0.914918 -1.017936 -1.772725 -0.7781 0.0511 -0.8337 0.08
O -2.285696 1.869555 -0.283307 0.4576 -0.6927 0.2131 0.09
O 2.382507 1.622146 3.156949 -1.6748 -0.7159 -1.4314 -0.19
H -0.387856 -0.032878 -3.938877 -1.8433 0.4267 1.7142 0.15
H -2.590295 1.592982 -2.908520 -0.3589 0.3491 -0.7858 0.10
H 1.781736 0.808611 3.359478 1.1210 1.9765 -1.1237 0.03
H -0.536928 -2.402695 1.743173 -0.1068 1.2683 -0.8640 0.09
H 2.055630 1.941221 2.238198 0.5500 -1.1749 2.3956 0.06
```
Positions in Å, forces in eV/Å.

The calculation puts the HOMO energy at -4.64 eV. The net charge is -1. As for the LUMO energy: 2.9546 eV. Its frontier orbital gap is 7.60 eV.



A single C5H5N3 molecule, computed with wB97M-V/def2-TZVPD.

Geometry as XYZ:
```
13
Properties=species:S:1:pos:R:3:forces:R:3:lowdin_charge:R:1
C 1.228894 1.166568 -0.116421 -0.3630 -1.1463 -0.5100 -0.06
N 2.067002 0.207987 -0.162932 0.3650 0.7151 0.0909 0.02
C 1.434971 -1.089045 0.133741 -0.3250 -1.6875 -0.0397 -0.14
C -0.041654 -0.787376 0.098980 -0.1687 0.8307 -0.4492 -0.25
C -1.336031 -1.098090 -0.160862 -1.3997 -3.3057 -1.0841 -0.12
N -2.147601 0.034920 -0.069993 -0.3676 -0.2643 -0.6781 0.05
C -1.326415 1.050562 0.117938 -2.3219 0.6486 -0.5052 -0.21
N -0.120402 0.564523 0.249440 5.0510 3.4919 -0.4447 -0.05
H 1.501901 2.248663 -0.564179 -1.2062 -2.5374 1.6634 0.17
H 1.757354 -1.881391 -0.653027 -0.3778 1.3808 1.5901 0.14
H 1.612506 -1.454182 1.210210 0.5289 0.4773 -1.6638 0.14
H -1.696365 -2.184584 -0.600058 0.5834 3.1658 1.6739 0.15
H -1.526979 2.163766 0.051201 0.0016 -1.7691 0.3564 0.15
```
Positions in Å, forces in eV/Å.

The calculation puts the HOMO energy at -9.01 eV. As for the LUMO energy: 0.8461 eV. Its frontier orbital gap is 9.86 eV.



A single C5H5N3 molecule, computed with wB97M-V/def2-TZVPD.

Geometry as XYZ:
```
13
Properties=species:S:1:pos:R:3:forces:R:3:lowdin_charge:R:1
C -3.141821 0.408520 -0.166935 0.0036 -0.2459 0.4504 0.10
C -2.090598 -0.153875 -0.049030 1.7462 -1.9617 0.2683 -0.17
N -0.950046 -0.965630 0.031258 -1.5755 2.1281 -0.4744 0.06
C 0.288344 -0.365378 0.123200 1.0262 0.3716 -0.9824 -0.33
C 0.629515 0.973456 0.128386 0.4394 0.0215 -0.2171 -0.02
C 2.069421 0.938724 -0.087507 -0.5886 0.9749 0.5238 -0.17
N 2.522451 -0.299121 -0.155667 0.3021 1.2124 -0.2217 -0.01
N 1.441104 -1.092934 -0.064464 0.2034 -0.0422 0.0697 0.01
H -4.093647 0.803247 0.073626 -0.1662 0.3885 -0.3016 0.02
H -1.009326 -1.862355 0.436134 -0.6526 -0.8831 0.4312 0.13
H -0.091349 1.829888 0.198551 1.0827 -1.0852 -0.0415 0.11
H 2.742329 1.839124 -0.148462 -0.7174 -1.3761 0.0931 0.11
H 1.683618 -2.053664 -0.319092 -1.1032 0.4973 0.4022 0.16
```
Positions in Å, forces in eV/Å.

The calculation puts the HOMO energy at -8.39 eV. As for the LUMO energy: 0.7774 eV. Its frontier orbital gap is 9.17 eV.



A single C5H5N3 molecule, computed with wB97M-V/def2-TZVPD.

Geometry as XYZ:
```
13
Properties=species:S:1:pos:R:3:forces:R:3:lowdin_charge:R:1
C -0.296531 -2.466586 -1.604820 -0.0276 3.1240 1.9124 0.04
C 0.049109 -1.485500 -0.701976 -1.1709 -0.2740 -2.5852 -0.13
C -0.702583 -0.198219 -0.560737 -1.4703 -0.5743 -0.4344 -0.13
N -0.774331 0.593497 0.453708 0.1915 0.4738 -2.1457 0.00
N 0.245628 0.509276 1.334962 0.0261 -0.0991 1.0469 0.01
C 0.706950 1.632878 1.712278 0.3997 -0.5076 -0.0335 -0.15
C 0.425996 2.962270 1.259492 -0.9741 0.8634 -0.3292 -0.19
N 0.211104 4.076230 1.045200 0.2632 -0.7181 -0.0003 0.16
H 0.332124 -3.313304 -1.566991 0.2123 -1.0538 -0.4446 0.04
H -1.150127 -2.348323 -2.271158 0.2451 -0.2986 0.1237 0.06
H 0.946879 -1.644380 -0.179879 0.7946 -0.0193 1.0583 0.07
H -1.448415 0.062316 -1.386546 0.8313 -0.7095 1.2768 0.13
H 1.454198 1.619843 2.466467 0.6792 -0.2068 0.5546 0.10
```
Positions in Å, forces in eV/Å.

The calculation puts the HOMO energy at -9.58 eV. As for the LUMO energy: -0.6587 eV. Its frontier orbital gap is 8.92 eV.



A molecular structure, C5H5N3, computed with wB97M-V/def2-TZVPD.

Geometry as XYZ:
```
13
Properties=species:S:1:pos:R:3:forces:R:3:lowdin_charge:R:1
C 0.772835 -1.347719 0.948497 4.2377 -1.5660 2.0800 -0.12
C 1.064087 -1.608893 -0.575721 -0.0306 2.2420 -1.1257 -0.05
C 0.829416 -0.417018 -1.309828 2.4641 -7.4048 2.9251 -0.06
C -1.173153 0.718850 1.085226 0.5446 -5.2591 6.8989 -0.16
C -0.056487 -0.097997 0.820598 0.1354 0.6727 -0.6148 -0.23
H 2.058746 -0.868968 1.329726 -3.7742 -1.4109 -0.8927 0.20
H 0.718758 -2.400877 1.825214 -0.5508 3.7296 -3.1351 0.20
H 1.534764 -2.483069 -0.988021 0.1626 -0.1593 0.1636 0.08
H 1.038441 -0.146697 -2.275421 0.2695 0.5214 -2.0702 0.10
H -1.703118 0.355065 2.126531 0.6503 2.0707 -2.9054 0.15
N 0.319218 0.387145 -0.412713 -4.4376 3.2136 2.5202 -0.15
N -0.608134 1.229815 -0.815417 -0.1415 3.5927 -2.4211 0.02
N -1.463625 1.534643 0.109463 0.4705 -0.2426 -1.4229 0.03
```
Positions in Å, forces in eV/Å.

The calculation puts the HOMO energy at -8.91 eV. As for the LUMO energy: 0.0484 eV. Its frontier orbital gap is 8.96 eV.



A single C5H5N3 molecule, computed with wB97M-V/def2-TZVPD.

Geometry as XYZ:
```
13
Properties=species:S:1:pos:R:3:forces:R:3:lowdin_charge:R:1
C -0.306407 -1.181495 0.122566 0.8254 -0.5381 2.7087 -0.02
C -1.296028 -0.482390 -0.363443 -1.4682 1.4122 -0.1240 -0.17
C -1.529858 0.938154 0.087018 0.6971 -0.7483 2.7079 -0.17
N -0.264691 1.687334 -0.145468 0.9226 0.7322 -0.3416 0.11
C 0.802529 1.135639 -0.056189 -0.6988 -0.4956 -0.8071 -0.18
N 1.622974 0.235299 -0.111947 -1.7165 2.2844 -0.3696 0.13
C 2.754888 -0.309101 -0.070020 -0.4814 0.9190 0.1966 -0.37
N 3.792927 -0.747682 -0.033603 3.3831 -1.7780 0.0868 0.16
H 0.179872 -2.012130 -0.338154 -0.3626 -0.8390 -0.1614 0.07
H 0.131534 -0.896565 1.135697 -0.6122 -0.4189 -1.5371 0.11
H -1.958211 -0.793201 -1.128561 0.0757 -0.4541 -1.2389 0.09
H -2.400108 1.449368 -0.311776 0.2688 0.0263 -0.1732 0.11
H -1.529416 0.976765 1.213878 -0.8330 -0.1021 -0.9471 0.13
```
Positions in Å, forces in eV/Å.

The calculation puts the HOMO energy at -9.75 eV. As for the LUMO energy: -0.0079 eV. Its frontier orbital gap is 9.74 eV.



A single C5H5N3 molecule, computed with wB97M-V/def2-TZVPD.

Geometry as XYZ:
```
13
Properties=species:S:1:pos:R:3:forces:R:3:lowdin_charge:R:1
C -0.677689 1.785538 0.028976 1.2465 -0.7628 1.5154 0.00
C 0.704041 1.335697 0.109223 -1.7730 4.2454 -3.4900 -0.17
C 1.041532 -0.043824 -0.100392 -2.1758 -2.6391 -1.4761 -0.36
C 2.412418 -0.458462 -0.144767 1.5775 -0.8930 1.3307 -0.19
N 3.452012 -0.915107 0.090300 -0.9634 0.7274 -0.6947 0.17
N 0.236725 -1.038124 -0.514143 3.4355 2.6728 -0.2176 0.02
N -1.097162 -0.778213 -0.535598 1.2951 -1.7565 1.8768 -0.10
C -1.548894 -1.683202 0.249919 -4.0462 -1.2036 0.5288 -0.09
H -1.485593 0.923654 0.654283 2.3362 3.6577 -2.4567 0.13
H -1.008694 2.944537 -0.484723 1.0391 -3.8780 2.1221 0.14
H 1.651331 2.068078 -0.436148 -3.0721 -2.0277 1.9977 0.18
H -0.942898 -2.750756 0.644663 -1.8440 3.6830 -0.9831 0.16
H -2.737123 -1.389815 0.438402 2.9447 -1.8257 -0.0532 0.12
```
Positions in Å, forces in eV/Å.

The calculation puts the HOMO energy at -9.48 eV. As for the LUMO energy: -0.6981 eV. Its frontier orbital gap is 8.78 eV.